8
Properties=species:S:1:pos:R:3 method="wB97M-V/def2-TZVPD" mol_weight_g_mol=86.050 smiles="N#CC[N+](=O)[O-]" total_energy_ha=-337.24970 orbital_gap_ev=10.8 lumo_energy_ev=-0.34 total_charge=0
N -2.261 -0.090 -1.152
C -1.424 -0.261 -0.383
C -0.302 -0.370 0.423
N 1.117 0.563 -0.180
O 1.626 0.194 -1.223
O 1.464 1.375 0.601
H -0.174 0.037 1.503
H -0.046 -1.448 0.410